Record 1
Here is 2 unconnected molecules or ions with the total composition C3H13N2O from the Open Molecules 2025 dataset. Energies are from ωB97M-V/def2-TZVPD.

Results
HOMO level (spin up / spin down), eV: -17.4 / -17.4
Total charge: +2
Energy above the lowest of the compared OMol25 structures with the same formula, charge and spin, kcal per mole: 22.63
Spin multiplicity: 2
Gap between HOMO and LUMO (spin up / spin down), Eh: 0.3533 / 0.1626
Electronic energy, hartree: -306.119004

Atoms and positions in Å:
N: -0.844 -0.827 1.331
C: -0.671 -0.885 -0.207
C: -1.542 0.232 -0.740
C: 0.803 -0.716 -0.620
N: 1.616 -1.895 -0.588
H: -0.289 -1.496 1.865
H: -0.704 0.124 1.702
H: -1.810 -1.066 1.569
H: -1.139 -1.832 -0.450
H: -1.137 1.224 -0.503
H: -1.596 0.178 -1.819
H: -2.522 0.179 -0.271
H: 1.270 0.152 -0.133
H: 0.692 -0.428 -1.673
H: 1.692 -2.468 0.260
H: 2.467 -1.866 -1.172
H: 0.619 3.984 0.911
H: 1.988 3.893 0.324
O: 1.106 3.511 0.214

Cartesian forces, eV/Å:
N -0.2 0.1 0.1
C -0.3 0.3 1.6
C 0.4 0.6 0.2
C -1.7 -0.7 -1.3
N 1.0 1.3 0.8
H 0.2 0.1 0.1
H 0.2 -0.2 -0.1
H -0.2 0.0 -0.1
H 0.5 -0.4 -0.4
H 0.1 -0.1 0.0
H -0.3 -0.1 -0.2
H -0.2 -0.1 -0.4
H 0.4 0.0 0.2
H 0.6 0.1 0.0
H -0.2 -0.4 -0.4
H -0.3 -0.4 -0.1
H 0.0 -0.2 -0.4
H 0.0 -0.1 -0.3
O 0.0 0.1 0.7

***

Record 2
Here is a molecular structure, C2H12BBeF6NO8S2 from the Open Molecules 2025 dataset. Energies are from ωB97M-V/def2-TZVPD.

Results
HOMO level, eV: -9.6
Energy above the lowest of the compared OMol25 structures with the same formula, charge and spin, kcal per mole: 142.01
Gap between HOMO and LUMO, Eh: 0.3161
Electronic energy, hartree: -2174.866066

Atoms and positions in Å:
Be: -0.189 0.687 0.168
C: -0.763 -1.341 -2.669
F: -1.720 -1.847 -1.866
F: -0.580 -2.109 -3.822
F: -1.134 -0.119 -2.944
S: 0.893 -1.241 -1.780
O: 1.615 -2.524 -1.906
O: 1.551 -0.133 -2.389
N: 0.308 -0.756 -0.170
S: 0.858 -1.982 0.666
O: 0.117 -3.241 0.435
O: 2.372 -2.130 0.703
C: 0.351 -1.565 2.552
F: 0.696 -0.286 2.854
F: -0.931 -1.778 2.698
F: 1.032 -2.406 3.354
B: -1.761 0.428 1.458
H: -1.800 0.588 0.391
H: -0.727 0.595 1.718
H: -2.320 1.206 1.954
H: -2.104 -0.548 1.764
O: 0.741 1.325 -1.298
H: 1.177 0.980 -2.078
H: 1.026 2.237 -1.248
O: 0.028 2.212 0.795
H: -0.608 2.913 0.655
H: 0.822 2.663 1.083
O: -1.347 1.857 -0.604
H: -2.138 2.371 -0.445
H: -1.143 2.010 -1.527
O: 1.505 0.606 0.537
H: 2.048 1.350 0.798
H: 2.123 -0.022 0.163

Cartesian forces, eV/Å:
Be -0.9 1.9 1.1
C -0.4 -2.1 0.0
F 1.2 -0.2 -1.1
F -0.6 1.6 2.2
F 0.0 0.7 -0.9
S -0.1 -3.9 0.1
O -2.2 3.0 0.6
O 3.0 -4.3 -3.7
N -0.7 -7.3 -6.1
S 1.4 -5.5 4.4
O 1.2 2.5 0.1
O -3.7 1.5 -0.4
C 0.8 0.3 -0.9
F 0.1 -1.6 0.7
F 0.9 -0.6 0.7
F -0.3 0.7 -0.8
B -0.7 -1.2 0.0
H -1.4 -1.3 -2.5
H 3.3 -0.1 1.4
H -2.0 3.2 1.6
H -1.5 -2.8 0.5
O -2.2 6.3 -0.5
H 0.0 0.6 -0.6
H -0.3 0.4 0.5
O 2.6 4.5 3.1
H 0.0 -0.1 0.3
H 0.3 0.0 0.7
O -3.3 2.1 -5.4
H -0.9 -0.6 0.5
H 0.2 0.2 -0.6
O 5.3 2.1 4.4
H 0.6 0.3 0.4
H 0.5 -0.2 0.2

***

Record 3
Here is a single C21H30N4O3 molecule from the Open Molecules 2025 dataset. Energies are from ωB97M-V/def2-TZVPD.

Results
HOMO level, eV: -8.0
SMILES: CCN(CC)CCCNc1cc2n(c(=O)n1)CCc1cc(OC)c(OC)cc1-2
Energy above the lowest of the compared OMol25 structures with the same formula, charge and spin, kcal per mole: 61.82
Gap between HOMO and LUMO, Eh: 0.3077
Electronic energy, hartree: -1262.964916

Atoms and positions in Å:
C: 3.130 -3.976 5.671
C: 2.529 -3.594 4.320
N: 1.115 -3.278 4.434
C: 0.897 -1.931 4.938
C: -0.568 -1.622 5.220
C: 0.343 -3.622 3.258
C: 0.623 -2.787 1.998
C: -0.290 -3.210 0.846
N: -0.155 -2.343 -0.301
C: -0.775 -1.143 -0.347
C: -0.496 -0.245 -1.412
C: -1.183 0.939 -1.443
N: -2.098 1.193 -0.477
C: -2.350 0.275 0.591
O: -3.168 0.578 1.432
N: -1.651 -0.868 0.593
C: -2.850 2.429 -0.498
C: -3.283 2.750 -1.922
C: -2.047 2.831 -2.769
C: -1.896 3.748 -3.788
C: -0.731 3.834 -4.549
O: -0.770 4.798 -5.503
C: 0.318 5.039 -6.368
C: 0.332 2.956 -4.253
O: 1.490 3.062 -4.986
C: 2.558 2.196 -4.697
C: 0.169 2.028 -3.236
C: -1.006 1.943 -2.494
H: 4.142 -4.349 5.534
H: 3.169 -3.125 6.345
H: 2.526 -4.753 6.132
H: 2.631 -4.449 3.648
H: 3.106 -2.756 3.889
H: 1.310 -1.167 4.254
H: 1.452 -1.858 5.877
H: -0.635 -0.712 5.811
H: -1.016 -2.436 5.783
H: -1.132 -1.469 4.304
H: 0.534 -4.678 3.040
H: -0.714 -3.527 3.512
H: 1.671 -2.892 1.704
H: 0.424 -1.736 2.208
H: -1.329 -3.137 1.171
H: -0.073 -4.234 0.533
H: 0.645 -2.477 -0.900
H: 0.209 -0.511 -2.180
H: -2.227 3.242 -0.106
H: -3.700 2.287 0.175
H: -3.939 1.957 -2.295
H: -3.834 3.689 -1.948
H: -2.689 4.439 -4.026
H: 0.554 4.162 -6.974
H: -0.013 5.850 -7.016
H: 1.209 5.350 -5.820
H: 2.283 1.148 -4.856
H: 2.922 2.329 -3.673
H: 3.347 2.469 -5.396
H: 0.981 1.365 -2.990

Cartesian forces, eV/Å:
C 0.0 0.1 -0.3
C 0.0 -0.1 0.2
N 0.0 0.0 0.1
C -0.1 0.0 0.1
C 0.3 0.0 -0.1
C 0.1 0.2 -0.3
C -0.2 -0.3 0.2
C 0.1 0.0 0.4
N 0.2 -0.1 -0.3
C -0.3 0.4 0.0
C 0.0 0.3 -0.1
C 0.4 -0.8 0.1
N -0.1 -0.2 0.1
C 0.0 0.5 -0.4
O -0.3 0.1 0.3
N 0.4 -0.9 0.2
C -0.5 0.4 0.1
C 0.1 -0.1 0.2
C 0.1 -0.2 0.0
C 0.3 0.0 -0.2
C -0.2 0.0 0.1
O -0.2 -0.2 0.3
C 0.4 0.2 -0.4
C 0.1 0.0 -0.1
O -0.5 0.2 0.1
C 0.2 -0.1 0.0
C 0.0 0.0 0.0
C -0.1 0.5 -0.3
H 0.1 0.0 0.1
H 0.0 0.1 0.1
H 0.0 -0.1 0.1
H 0.0 0.1 -0.1
H 0.0 -0.1 -0.1
H 0.0 0.0 0.1
H 0.0 0.1 -0.1
H -0.1 0.1 0.0
H -0.1 -0.1 0.1
H -0.1 0.0 -0.1
H -0.1 0.0 0.0
H -0.1 -0.1 -0.1
H 0.0 0.1 0.0
H 0.1 0.1 0.0
H 0.1 -0.2 0.0
H -0.1 0.0 0.0
H -0.1 0.1 0.0
H 0.0 0.0 -0.1
H -0.1 0.0 0.0
H 0.2 0.1 -0.1
H -0.1 0.0 0.0
H 0.0 0.0 0.0
H -0.1 0.1 0.0
H 0.0 0.1 0.0
H 0.0 -0.1 0.0
H -0.1 0.0 -0.1
H 0.0 0.0 0.0
H 0.0 0.0 0.0
H 0.0 -0.1 0.1
H 0.1 0.0 0.0

***

Record 4
Here is a molecular structure, C7H9AlBr4F5INO2 from the Open Molecules 2025 dataset. Energies are from ωB97M-V/def2-TZVPD.

Results
HOMO level, eV: -5.8
Total charge: -1
Gap between HOMO and LUMO, Eh: 0.2900
Electronic energy, hartree: -11813.006157

Atoms and positions in Å:
O: 2.905 -2.521 1.247
N: 3.120 -2.590 0.101
O: 3.114 -1.318 -0.514
C: 1.984 -1.277 -1.435
Al: 1.391 0.625 -1.814
Br: 2.083 1.230 -4.021
I: 2.431 2.270 -0.072
C: -0.605 0.663 -1.653
C: -0.979 0.584 -0.164
C: -2.182 -0.308 0.214
C: -3.336 -0.325 -0.752
F: -3.553 0.877 -1.326
F: -4.472 -0.602 -0.028
C: -3.289 -1.432 -1.865
F: -4.385 -2.223 -1.816
F: -3.245 -0.872 -3.093
F: -2.218 -2.229 -1.725
H: 2.201 -1.830 -2.343
H: 1.140 -1.730 -0.919
H: -0.928 1.608 -2.070
H: -0.960 -0.177 -2.233
H: -1.122 1.565 0.263
H: -0.136 0.160 0.379
H: -2.605 0.079 1.133
H: -1.841 -1.307 0.440
C: 2.996 2.163 4.870
Br: 2.438 2.451 3.038
Br: 4.495 0.955 4.962
Br: 3.376 3.819 5.798
H: 2.181 1.692 5.399

Cartesian forces, eV/Å:
O 0.3 0.2 0.4
N -0.3 -0.2 -0.6
O -0.2 0.1 0.3
C 0.3 0.6 0.3
Al -0.1 -0.1 -0.4
Br -0.1 -0.1 0.3
I -0.1 -0.1 -0.9
C 1.1 0.5 0.5
C 0.0 -0.8 -0.4
C 0.4 0.8 0.0
C -0.4 -0.4 0.4
F 0.1 -0.1 0.0
F -0.1 0.0 0.0
C -0.2 0.1 -0.7
F 0.6 0.3 -0.1
F 0.0 -0.5 0.6
F -0.3 0.1 -0.1
H 0.1 -0.2 -0.2
H -0.3 -0.2 0.0
H -0.4 0.0 -0.4
H -0.2 -0.1 -0.2
H 0.0 0.4 -0.1
H 0.1 0.0 0.4
H -0.2 0.0 0.3
H -0.1 -0.4 -0.2
C -0.2 0.2 -0.1
Br 0.3 -0.2 0.8
Br 0.0 0.0 0.0
Br 0.0 0.0 0.0
H 0.0 0.0 0.1